1.
# C44H42N5O3P2PtSe2

A molecular structure, C44H42N5O3P2PtSe2 (wB97M-V/def2-TZVPD, the OMol25 dataset).

As for the multiplicity: 5. Its energy above the lowest of the compared OMol25 structures with the same formula, charge and spin is 122.9 kJ/mol. For the orbital gap (spin up / spin down), the calculation gives 5.772 / 4.401 eV. As for the charge: +1.

Each line ends with the Mulliken charge.
CARTESIAN COORDINATES (ANGSTROEM)
1 Pt 0.117 -0.143 0.468  1.950
2 N -0.309 -0.405 2.837  -0.657
3 N -1.580 -0.968 2.943  -0.171
4 C -2.372 -1.202 1.810  0.502
5 O -3.567 -1.395 1.987  -0.715
6 O -1.744 -1.216 0.686  -0.780
7 H 0.376 -1.003 3.280  0.236
8 H -0.283 0.516 3.256  0.285
9 H -2.079 -0.870 3.811  0.245
10 Se 6.331 0.052 -2.369  -0.044
11 P 6.098 -0.691 -0.344  0.648
12 C 6.492 -2.428 -0.155  0.993
13 C 6.325 -3.018 1.099  -0.276
14 C 6.713 -4.332 1.296  -1.026
15 C 7.287 -5.050 0.253  -0.726
16 C 7.461 -4.460 -0.991  -0.763
17 C 7.057 -3.150 -1.202  -0.704
18 C 7.175 0.193 0.801  0.803
19 C 7.031 1.580 0.951  -0.474
20 C 7.808 2.249 1.881  -0.822
21 C 8.755 1.557 2.626  -0.458
22 C 8.940 0.195 2.433  -0.760
23 C 8.154 -0.493 1.524  -0.211
24 C 4.396 -0.337 0.103  0.049
25 C 3.150 -0.980 0.067  -0.327
26 N 2.252 -0.028 0.411  0.136
27 N 2.902 1.123 0.624  -0.678
28 N 4.171 0.964 0.424  -0.221
29 P 2.563 -2.676 -0.036  0.371
30 Se 0.472 -2.679 -0.469  -0.338
31 C 2.907 -3.389 1.588  1.094
32 C 2.615 -4.737 1.805  -0.390
33 C 2.852 -5.306 3.046  -0.907
34 C 3.346 -4.528 4.086  -0.638
35 C 3.591 -3.175 3.887  -0.738
36 C 3.374 -2.604 2.639  -0.529
37 C 3.498 -3.498 -1.338  0.729
38 C 4.051 -4.764 -1.201  -0.226
39 C 4.608 -5.391 -2.309  -0.787
40 C 4.624 -4.754 -3.539  -0.679
41 C 4.081 -3.482 -3.675  -0.780
42 C 3.509 -2.856 -2.580  -0.467
43 H 5.900 -2.451 1.917  0.857
44 H 6.578 -4.788 2.268  0.478
45 H 7.602 -6.074 0.413  0.429
46 H 7.916 -5.016 -1.800  0.475
47 H 7.177 -2.694 -2.178  0.258
48 H 6.298 2.117 0.369  0.454
49 H 7.673 3.314 2.018  0.415
50 H 9.361 2.085 3.352  0.404
51 H 9.701 -0.335 2.989  0.418
52 H 8.300 -1.554 1.385  0.400
53 H 2.192 -5.334 1.005  0.622
54 H 2.642 -6.357 3.206  0.465
55 H 3.529 -4.973 5.056  0.436
56 H 3.954 -2.563 4.702  0.501
57 H 3.584 -1.551 2.493  0.581
58 H 4.068 -5.258 -0.240  0.461
59 H 5.026 -6.385 -2.204  0.488
60 H 5.062 -5.249 -4.398  0.423
61 H 4.089 -2.983 -4.637  0.460
62 H 3.064 -1.872 -2.684  0.489
63 C -6.974 5.294 0.165  -1.533
64 C -5.897 4.249 0.060  0.673
65 C -6.200 2.899 0.004  -0.879
66 C -5.214 1.928 -0.081  1.026
67 C -5.637 0.478 -0.165  -1.720
68 C -3.860 2.335 -0.097  0.549
69 C -2.848 1.288 -0.079  -0.546
70 O -1.633 1.455 0.063  -0.791
71 C -3.533 3.713 -0.075  0.865
72 C -2.117 4.216 -0.163  -0.999
73 C -4.559 4.637 0.001  -1.013
74 H -7.968 4.849 0.162  0.351
75 H -6.902 5.996 -0.666  0.351
76 H -6.853 5.866 1.086  0.338
77 H -7.240 2.589 0.036  0.282
78 H -6.714 0.400 -0.035  0.356
79 H -5.156 -0.144 0.590  0.367
80 H -5.382 0.058 -1.141  0.369
81 H -3.219 0.269 -0.181  0.623
82 H -1.636 3.875 -1.083  0.297
83 H -1.506 3.838 0.656  0.099
84 H -2.099 5.305 -0.144  0.348
85 H -4.314 5.694 0.029  0.361
86 C 0.894 2.925 -0.107  -1.486
87 C 1.365 4.247 -0.123  1.253
88 C 1.572 4.964 1.082  -0.337
89 C 2.027 6.267 1.066  -0.676
90 C 2.297 6.904 -0.146  -0.423
91 C 2.096 6.221 -1.345  -0.574
92 C 1.637 4.920 -1.341  -0.487
93 H 0.749 2.383 -1.033  0.211
94 H 0.663 2.447 0.828  0.564
95 H 1.361 4.464 2.022  0.360
96 H 2.170 6.805 1.995  0.394
97 H 2.654 7.926 -0.154  0.399
98 H 2.296 6.724 -2.284  0.390
99 H 1.462 4.395 -2.274  0.377

=====

2.
# C44H43GeInN8O3

A molecular structure, C44H43GeInN8O3 (wB97M-V/def2-TZVPD, the OMol25 dataset).

As for the multiplicity: 2. Its energy above the lowest of the compared OMol25 structures with the same formula, charge and spin is 82.2 kJ/mol. For the orbital gap (spin up / spin down), the calculation gives 5.488 / 4.471 eV. As for the charge: +1.

Each line ends with the Mulliken charge.
CARTESIAN COORDINATES (ANGSTROEM)
1 In 0.139 -0.171 0.124  3.036
2 C -3.402 5.562 0.151  -1.029
3 C -4.272 4.851 0.992  -0.799
4 C -3.941 3.597 1.474  -0.216
5 C -2.723 3.058 1.081  0.178
6 C -2.070 1.808 1.403  -0.953
7 N -0.849 1.768 0.777  -0.263
8 C -0.726 2.894 0.099  -0.307
9 N 0.509 3.268 -0.587  1.179
10 C 1.749 2.588 -0.203  -1.650
11 C 2.987 3.226 -0.271  1.295
12 C 3.428 4.553 -0.506  -0.590
13 C 4.771 4.789 -0.506  -0.944
14 C 5.711 3.743 -0.279  -0.687
15 C 5.307 2.459 -0.053  -0.559
16 C 3.922 2.181 -0.056  0.463
17 C 3.179 1.001 0.139  -1.032
18 N 3.753 -0.200 0.462  -0.453
19 C 3.126 -1.192 0.948  -0.480
20 N 1.732 -1.269 1.235  -0.154
21 C 1.525 -2.378 1.924  -0.489
22 N 0.386 -2.767 2.551  -0.454
23 C -0.646 -1.985 2.631  0.208
24 N -0.905 -0.815 1.951  -0.037
25 C -2.012 -0.237 2.516  -0.871
26 N -2.578 0.908 2.241  -0.301
27 C -2.564 -1.129 3.546  0.432
28 C -3.664 -1.007 4.371  -0.021
29 C -3.908 -2.055 5.254  -0.783
30 C -3.069 -3.167 5.306  -0.718
31 C -1.954 -3.272 4.478  -0.194
32 C -1.732 -2.234 3.598  0.267
33 C 2.746 -3.169 2.043  0.694
34 C 2.990 -4.397 2.638  -0.307
35 C 4.289 -4.876 2.584  -0.709
36 C 5.304 -4.134 1.970  -0.669
37 C 5.054 -2.898 1.391  -0.719
38 C 3.751 -2.432 1.432  0.440
39 N 1.842 1.271 0.021  0.191
40 C -1.854 3.762 0.229  0.687
41 C -2.185 5.036 -0.238  -0.355
42 H -3.692 6.544 -0.197  0.439
43 H -5.214 5.300 1.271  0.433
44 H -4.599 3.049 2.134  0.583
45 H 2.735 5.371 -0.678  0.418
46 H 5.136 5.792 -0.679  0.425
47 H 6.766 3.981 -0.286  0.427
48 H 6.022 1.667 0.121  0.565
49 H -4.304 -0.137 4.328  0.613
50 H -4.762 -2.007 5.916  0.428
51 H -3.288 -3.961 6.007  0.430
52 H -1.291 -4.125 4.518  0.617
53 H 2.197 -4.952 3.121  0.593
54 H 4.528 -5.833 3.027  0.433
55 H 6.308 -4.535 1.952  0.429
56 H 5.838 -2.318 0.925  0.578
57 H -1.528 5.611 -0.879  0.518
58 C -3.640 -1.776 0.165  -1.356
59 C -3.332 -1.004 -1.110  1.183
60 C -3.615 -1.923 -2.300  -1.913
61 C -4.194 0.246 -1.213  -1.409
62 O -1.934 -0.595 -1.104  -0.020
63 Ge -0.992 -0.472 -2.739  -0.453
64 O 0.408 -1.349 -1.721  0.057
65 C 0.725 -2.756 -1.955  1.603
66 C 2.221 -2.936 -1.757  -1.650
67 C -0.084 -3.622 -0.999  -0.862
68 C 0.373 -3.129 -3.391  -2.074
69 O -0.244 1.103 -2.015  0.485
70 C 0.385 2.059 -2.849  1.463
71 C -0.409 2.301 -4.137  -1.976
72 C 0.350 3.399 -2.102  -1.334
73 C 1.806 1.626 -3.213  -1.629
74 H -4.618 -2.250 0.080  0.612
75 H -2.898 -2.560 0.329  0.205
76 H -3.677 -1.121 1.029  0.126
77 H -4.634 -2.304 -2.231  0.518
78 H -3.521 -1.407 -3.255  0.495
79 H -2.939 -2.781 -2.299  0.322
80 H -5.254 -0.016 -1.237  0.466
81 H -4.026 0.901 -0.360  0.134
82 H -3.960 0.798 -2.126  0.264
83 H 2.502 -2.828 -0.714  0.357
84 H 2.529 -3.933 -2.076  0.513
85 H 2.768 -2.198 -2.344  0.339
86 H 0.072 -3.330 0.039  -0.036
87 H -1.151 -3.545 -1.214  -0.089
88 H 0.209 -4.669 -1.093  0.552
89 H 0.902 -2.498 -4.107  0.381
90 H 0.668 -4.164 -3.566  0.536
91 H -0.698 -3.055 -3.589  0.490
92 H -1.464 2.468 -3.911  0.435
93 H -0.022 3.177 -4.661  0.439
94 H -0.326 1.452 -4.813  0.506
95 H -0.599 3.912 -2.255  0.711
96 H 0.670 4.230 -0.271  0.822
97 H 1.173 4.042 -2.415  0.458
98 H 1.754 0.691 -3.773  0.348
99 H 2.287 2.372 -3.848  0.466
100 H 2.430 1.458 -2.338  0.261

=====

3.
# C44H45AsAuF12N4O3P

A molecular structure, C44H45AsAuF12N4O3P (wB97M-V/def2-TZVPD, the OMol25 dataset).

Its energy above the lowest of the compared OMol25 structures with the same formula, charge and spin is 0.0 kJ/mol. For the orbital gap, the calculation gives 6.704 eV.

Each line ends with the Mulliken charge.
CARTESIAN COORDINATES (ANGSTROEM)
1 Au 0.233 -0.396 0.574  1.833
2 C 5.865 -4.000 -1.093  -1.546
3 C 4.477 -3.434 -0.985  0.346
4 C 3.349 -4.230 -1.141  -1.198
5 C 2.086 -3.693 -1.040  -0.391
6 C 1.883 -2.323 -0.802  0.759
7 N 0.591 -1.848 -0.720  -0.071
8 C -0.497 -2.425 -1.356  0.077
9 C -0.357 -2.775 -2.709  -0.006
10 C -1.402 -3.300 -3.431  -1.070
11 C -2.653 -3.470 -2.844  0.498
12 C -3.819 -4.004 -3.627  -1.686
13 C -2.798 -3.115 -1.514  -0.958
14 C -1.753 -2.598 -0.744  -1.267
15 C -2.001 -2.345 0.757  2.354
16 O -1.155 -1.512 1.454  -0.762
17 C -1.848 -3.712 1.489  0.330
18 F -2.608 -4.690 0.968  -0.266
19 F -0.574 -4.119 1.413  -0.193
20 F -2.167 -3.612 2.787  -0.230
21 C -3.432 -1.770 1.012  0.212
22 F -3.720 -0.808 0.114  -0.191
23 F -4.416 -2.687 0.943  -0.301
24 F -3.519 -1.210 2.221  -0.230
25 C 3.020 -1.500 -0.621  -1.848
26 C 4.281 -2.085 -0.723  -0.434
27 C 2.931 0.028 -0.400  1.558
28 O 1.678 0.596 -0.378  0.412
29 C 3.630 0.438 0.931  0.621
30 F 2.922 -0.069 1.968  -0.089
31 F 3.649 1.767 1.076  -0.241
32 F 4.890 0.009 1.088  -0.317
33 C 3.628 0.741 -1.602  0.422
34 F 3.345 2.046 -1.659  -0.226
35 F 3.228 0.203 -2.764  -0.301
36 F 4.970 0.642 -1.562  -0.271
37 H 5.835 -5.074 -1.273  0.364
38 H 6.435 -3.829 -0.179  0.337
39 H 6.417 -3.538 -1.914  0.326
40 H 3.458 -5.292 -1.329  0.313
41 H 1.219 -4.332 -1.138  0.542
42 H 0.610 -2.624 -3.171  0.508
43 H -1.254 -3.565 -4.471  0.364
44 H -3.481 -4.574 -4.492  0.403
45 H -4.454 -3.194 -3.992  0.283
46 H -4.439 -4.656 -3.013  0.401
47 H -3.764 -3.271 -1.058  0.608
48 H 5.157 -1.465 -0.611  0.604
49 C -4.204 3.246 3.181  -0.666
50 C -4.056 2.387 2.103  -0.897
51 C -2.865 1.698 1.918  0.491
52 C -1.826 1.872 2.818  0.086
53 C -1.970 2.736 3.902  -0.555
54 C -3.160 3.422 4.081  -0.795
55 As -0.167 0.916 2.612  1.866
56 C 1.117 2.291 3.021  0.189
57 C 1.204 3.328 2.100  -0.207
58 C 2.112 4.354 2.302  -0.494
59 C 2.937 4.340 3.419  -0.693
60 C 2.851 3.302 4.334  -0.698
61 C 1.940 2.272 4.138  -0.181
62 C -0.136 -0.326 4.080  0.766
63 C 1.011 -1.082 4.303  -0.190
64 C 1.020 -2.040 5.305  -1.040
65 C -0.118 -2.256 6.070  -0.674
66 C -1.265 -1.516 5.833  -0.860
67 C -1.279 -0.552 4.835  -0.592
68 H -5.133 3.782 3.323  0.389
69 H -4.869 2.248 1.402  0.484
70 H -2.731 1.042 1.072  -0.512
71 H -1.153 2.879 4.601  0.492
72 H -3.274 4.095 4.921  0.422
73 H 0.567 3.317 1.221  0.005
74 H 2.187 5.161 1.584  0.367
75 H 3.651 5.137 3.573  0.401
76 H 3.496 3.290 5.203  0.418
77 H 1.875 1.463 4.855  0.371
78 H 1.896 -0.939 3.690  0.503
79 H 1.912 -2.628 5.476  0.470
80 H -0.112 -3.012 6.844  0.391
81 H -2.158 -1.695 6.416  0.419
82 H -2.185 0.007 4.639  0.363
83 C -0.242 0.436 -3.224  -0.874
84 N -0.091 1.869 -3.034  1.074
85 C 0.462 2.543 -4.192  -1.115
86 P -1.040 2.573 -1.876  -0.752
87 O -1.084 1.746 -0.644  -0.245
88 N -2.584 2.822 -2.429  0.729
89 C -3.751 2.213 -1.823  -0.357
90 C -2.827 3.483 -3.693  -1.150
91 N -0.388 4.093 -1.743  0.513
92 C 1.033 4.227 -1.461  -0.972
93 C -1.170 5.275 -1.451  -1.110
94 H -0.931 0.213 -4.050  0.520
95 H -0.624 -0.022 -2.314  -0.479
96 H 0.727 -0.014 -3.443  0.344
97 H -0.144 2.364 -5.090  0.266
98 H 1.469 2.163 -4.384  0.169
99 H 0.525 3.614 -4.024  0.454
100 H -3.446 1.595 -0.982  -0.415
101 H -4.270 1.578 -2.548  0.294
102 H -4.455 2.977 -1.473  0.286
103 H -1.914 3.945 -4.065  0.338
104 H -3.578 4.271 -3.577  0.373
105 H -3.191 2.777 -4.449  0.270
106 H 1.511 3.251 -1.439  0.304
107 H 1.179 4.706 -0.489  0.068
108 H 1.528 4.847 -2.217  0.292
109 H -2.233 5.046 -1.489  0.383
110 H -0.956 6.071 -2.172  0.315
111 H -0.940 5.653 -0.449  0.254

=====

4.
# C44H45CrN5OP2

A molecular structure, C44H45CrN5OP2 (wB97M-V/def2-TZVPD, the OMol25 dataset).

As for the multiplicity: 4. Its energy above the lowest of the compared OMol25 structures with the same formula, charge and spin is 13.2 kJ/mol. For the orbital gap (spin up / spin down), the calculation gives 7.484 / 7.788 eV. As for the charge: +3.

Each line ends with the Mulliken charge.
CARTESIAN COORDINATES (ANGSTROEM)
1 Cr 0.754 0.572 -0.137  -0.815
2 C 2.050 3.313 0.036  -1.608
3 N 0.660 2.790 0.156  0.967
4 C -0.222 3.707 -0.631  -1.675
5 C -1.663 3.319 -0.833  0.411
6 C -2.665 4.172 -0.397  -0.960
7 C -3.979 3.917 -0.764  -0.689
8 C -4.244 2.815 -1.557  -0.944
9 C -3.186 2.002 -1.931  -0.584
10 N -1.917 2.235 -1.580  0.002
11 C 0.189 2.837 1.566  -1.465
12 C 1.007 1.915 2.412  1.325
13 C 1.491 2.272 3.654  -0.996
14 C 2.246 1.357 4.373  -0.968
15 C 2.497 0.114 3.811  -1.305
16 C 1.988 -0.169 2.561  -0.728
17 N 1.248 0.709 1.866  1.238
18 C 3.124 2.261 -0.078  0.679
19 C 4.455 2.601 0.091  -1.125
20 C 5.432 1.648 -0.142  -0.696
21 C 5.049 0.376 -0.550  -1.026
22 C 3.706 0.102 -0.674  -0.421
23 N 2.752 1.023 -0.436  1.034
24 H 2.275 3.995 0.860  0.596
25 H 2.106 3.909 -0.876  0.784
26 H 0.214 3.823 -1.621  0.523
27 H -0.189 4.683 -0.140  0.663
28 H -2.419 5.036 0.205  0.521
29 H -4.774 4.580 -0.450  0.488
30 H -5.246 2.592 -1.896  0.502
31 H -3.358 1.135 -2.553  0.696
32 H -0.855 2.512 1.581  -0.338
33 H 0.228 3.858 1.957  0.767
34 H 1.278 3.255 4.053  0.624
35 H 2.640 1.614 5.348  0.526
36 H 3.088 -0.630 4.327  0.605
37 H 2.182 -1.129 2.105  0.351
38 H 4.721 3.607 0.388  0.603
39 H 6.479 1.891 -0.015  0.478
40 H 5.779 -0.392 -0.761  0.557
41 H 3.369 -0.882 -0.969  0.423
42 N -0.539 -1.828 0.982  1.091
43 P -1.456 -0.457 0.494  0.743
44 C -2.122 0.290 1.994  0.179
45 C -3.148 1.227 1.843  -0.098
46 C -3.668 1.869 2.955  -0.746
47 C -3.170 1.576 4.220  -0.817
48 C -2.155 0.640 4.371  -0.744
49 C -1.624 -0.001 3.261  -0.701
50 C -2.870 -1.179 -0.362  1.672
51 C -2.873 -1.331 -1.747  -0.343
52 C -3.915 -2.006 -2.364  -0.922
53 C -4.946 -2.536 -1.600  -0.822
54 C -4.935 -2.401 -0.216  -0.745
55 C -3.902 -1.720 0.408  -0.819
56 P 0.789 -1.912 -0.067  0.535
57 C 0.319 -2.707 -1.616  0.706
58 C 1.027 -2.402 -2.777  -0.055
59 C 0.790 -3.113 -3.944  -1.024
60 C -0.166 -4.120 -3.953  -0.791
61 C -0.878 -4.422 -2.798  -0.699
62 C -0.631 -3.726 -1.626  -0.724
63 C 1.906 -3.119 0.683  1.130
64 C 1.702 -3.563 1.991  -0.189
65 C 2.500 -4.574 2.507  -0.921
66 C 3.509 -5.129 1.732  -0.650
67 C 3.724 -4.677 0.436  -0.874
68 C 2.924 -3.679 -0.093  -0.699
69 H -1.035 -2.683 1.224  0.581
70 H -3.554 1.437 0.858  0.535
71 H -4.474 2.582 2.840  0.501
72 H -3.586 2.065 5.090  0.458
73 H -1.787 0.400 5.360  0.502
74 H -0.846 -0.745 3.385  0.345
75 H -2.050 -0.954 -2.344  0.633
76 H -3.920 -2.124 -3.439  0.507
77 H -5.761 -3.059 -2.082  0.462
78 H -5.736 -2.820 0.378  0.492
79 H -3.912 -1.607 1.486  0.549
80 H 1.770 -1.613 -2.770  0.645
81 H 1.351 -2.889 -4.842  0.504
82 H -0.351 -4.678 -4.861  0.459
83 H -1.621 -5.208 -2.810  0.516
84 H -1.184 -3.985 -0.730  0.330
85 H 0.923 -3.133 2.609  0.298
86 H 2.328 -4.931 3.513  0.488
87 H 4.123 -5.922 2.136  0.447
88 H 4.504 -5.119 -0.169  0.476
89 H 3.076 -3.366 -1.120  0.400
90 C 0.978 2.314 -3.878  -1.411
91 C 1.015 0.895 -3.365  -0.383
92 O 0.282 0.728 -2.116  0.852
93 H 1.532 2.371 -4.814  0.515
94 H 1.450 3.005 -3.179  0.226
95 H -0.044 2.639 -4.077  0.362
96 H 2.038 0.574 -3.170  0.422
97 H 0.569 0.209 -4.084  0.513
98 H -0.559 1.279 -2.106  0.080